(1)
DFT (ωB97M-V with the def2-TZVPD basis set) results for C6H11ClS in the gas phase at a distorted geometry.

Values from the calculation:
- SMILES string = C[C@@H](CCl)[C@]1(C)CS1
- charge = 0
- total energy (Ha) = -1093.515998
- HOMO energy (eV) = -9.0
- LUMO level (eV) = 0.8

Each atom is followed by the atoms it is bonded to, with distances in Å.
Geometry (Å):
1 C 0.8406 1.7331 0.5926  C2 1.569, H9 1.226, H10 1.157, H11 1.223
2 C 0.3483 0.5484 -0.3107  C1 1.569, C3 1.483, C5 1.484, H12 1.126
3 C 1.1607 -0.6262 0.0898  C2 1.483, Cl4 1.870, H13 1.096, H14 1.062
4 Cl 2.9988 -0.4091 -0.1760  C3 1.870
5 C -1.1128 0.3294 -0.1701  C2 1.484, C6 1.570, C7 1.525, S8 1.878
6 C -2.1254 1.3200 -0.8469  C5 1.570, H15 1.116, H16 1.102, H17 1.183
7 C -1.7460 -0.0438 1.1657  C5 1.525, S8 1.887, H18 1.097, H19 1.202
8 S -1.8760 -1.3864 -0.1544  C5 1.878, C7 1.887
9 H 0.7109 2.8504 0.1060  C1 1.226
10 H 0.3736 1.5376 1.6328  C1 1.157
11 H 2.0489 1.5473 0.5763  C1 1.223
12 H 0.6898 0.9097 -1.3213  C2 1.126
13 H 1.1046 -0.8452 1.1624  C3 1.096
14 H 0.9308 -1.5165 -0.4418  C3 1.062
15 H -1.7675 2.3128 -0.4841  C6 1.116
16 H -2.0900 1.4551 -1.9398  C6 1.102
17 H -3.1767 1.0544 -0.3751  C6 1.183
18 H -1.2829 -0.4051 2.0918  C7 1.097
19 H -2.6983 0.6703 1.3333  C7 1.202

natural (NBO) atomic charge list, values in e, 6 entries: C -0.6316; C -0.3313; C -0.2949; Cl -0.1145; C -0.0714; C -0.6142

(2)
DFT (ωB97M-V with the def2-TZVPD basis set) results for C6H11FN2O3 in the gas phase at a distorted geometry.

Values from the calculation:
- SMILES string = [H]/N=C(\OC)C(F)(CO)/C(=N/[H])OC
- charge = 0
- total energy (Ha) = -670.228195
- HOMO energy (eV) = -9.4
- LUMO level (eV) = 0.6

Each atom is followed by the atoms it is bonded to, with distances in Å.
Geometry (Å):
1 H -2.5913 -1.5805 1.5356  N2 1.067
2 N -1.5444 -1.4405 1.6889  H1 1.067, C3 1.284
3 C -0.9431 -0.9366 0.6726  N2 1.284, O4 1.326, C6 1.473
4 O -1.4227 -0.6719 -0.5349  C3 1.326, C5 1.425
5 C -2.8128 -0.4552 -0.7597  O4 1.425, H15 1.017, H16 1.137, H17 1.149
6 C 0.5204 -0.7700 0.7012  C3 1.473, F7 1.324, C8 1.528, C10 1.543
7 F 1.0027 -1.9765 0.4447  C6 1.324
8 C 0.8768 -0.2900 2.1071  C6 1.528, O9 1.419, H18 1.147, H19 1.067
9 O 0.3821 0.9988 2.4373  C8 1.419, H20 1.060
10 C 0.9101 0.2510 -0.3876  C6 1.543, N11 1.295, O13 1.362
11 N 0.5382 1.4786 -0.2065  C10 1.295, H12 1.046
12 H 0.6827 2.2983 -0.8398  N11 1.046
13 O 1.6436 -0.2138 -1.4370  C10 1.362, C14 1.454
14 C 2.2331 0.8334 -2.2562  O13 1.454, H21 1.120, H22 1.073, H23 1.082
15 H -2.7736 -0.1205 -1.7194  C5 1.017
16 H -3.2316 0.2951 -0.0146  C5 1.137
17 H -3.3028 -1.4901 -0.6686  C5 1.149
18 H 0.6373 -0.9915 2.9822  C8 1.147
19 H 1.9207 -0.0690 2.0970  C8 1.067
20 H 0.3896 1.6216 1.5800  O9 1.060
21 H 1.4427 1.1505 -2.9832  C14 1.120
22 H 3.0272 0.3992 -2.8322  C14 1.073
23 H 2.4152 1.6796 -1.6071  C14 1.082

natural (NBO) atomic charge list, values in e, 6 entries: H 0.3464; N -0.6809; C 0.5535; O -0.5102; C -0.2520; C 0.1833

(3)
DFT (ωB97M-V with the def2-TZVPD basis set) results for a gas-phase ion, C6H11FNS (charge +1) at a distorted geometry.

Values from the calculation:
- charge = +1
- total energy (Ha) = -787.597973
- HOMO energy (eV) = -12.3
- LUMO level (eV) = -4.7

Each atom is followed by the atoms it is bonded to, with distances in Å.
Geometry (Å):
1 C 0.1581 1.4299 0.2429  C2 1.275, C3 1.468, S9 2.253
2 C -0.8102 1.2172 -0.5585  C1 1.275, N7 1.250
3 C 0.5948 2.3702 1.2824  C1 1.468, H10 1.021, H11 1.068, H12 1.078
4 C 1.6310 -2.2894 1.0197  C6 1.457, H13 1.054, H14 1.145, H15 1.083
5 C -2.6313 -0.2826 -1.0829  N7 1.433, H16 1.178, H17 1.103, H18 1.197
6 C 1.4000 -1.5206 -0.1965  C4 1.457, S9 1.628, H19 1.063
7 N -1.6385 0.7164 -1.3492  C2 1.250, C5 1.433, H20 1.036
8 F 1.5854 0.5831 -1.6911  S9 1.668
9 S 1.8827 0.0331 -0.1447  C1 2.253, C6 1.628, F8 1.668
10 H 1.5870 2.5793 1.1664  C3 1.021
11 H 0.0682 3.2685 1.0443  C3 1.068
12 H 0.3973 1.9822 2.2683  C3 1.078
13 H 2.0016 -3.2713 0.9209  C4 1.054
14 H 2.3210 -1.7618 1.7657  C4 1.145
15 H 0.6923 -2.4891 1.5215  C4 1.083
16 H -2.5404 -0.6301 0.0394  C5 1.178
17 H -3.6683 0.0635 -1.2315  C5 1.103
18 H -2.2663 -1.1648 -1.8053  C5 1.197
19 H 0.7157 -1.9179 -0.9067  C6 1.063
20 H -1.4800 1.0843 -2.3049  N7 1.036

natural (NBO) atomic charge list, values in e, 6 entries: C -0.1867; C 0.3363; C -0.6576; C -0.6668; C -0.4254; C -0.4360

(4)
DFT (ωB97M-V with the def2-TZVPD basis set) results for 2 unconnected molecules or ions with the total composition C6H11IN2 at a distorted geometry.

Values from the calculation:
- charge = 0
- total energy (Ha) = -642.348486
- HOMO energy (eV) = -5.6
- LUMO level (eV) = -1.1

Each atom is followed by the atoms it is bonded to, with distances in Å.
Geometry (Å):
1 I -5.2285 -3.2437 -0.7381  no bonds
2 C -2.2474 -1.0833 0.1895  C3 1.575, H10 1.090, H11 1.090, H12 1.090
3 C -1.1893 -0.7131 -0.9169  C2 1.575, N4 1.411, H13 1.090, H14 1.090
4 N -0.1465 0.0540 -0.3563  C3 1.411, C5 1.353, C8 1.363
5 C -0.2801 1.3353 0.0568  N4 1.353, C6 1.400, H15 1.080
6 C 0.9725 1.8650 0.3899  C5 1.400, N7 1.391, H16 1.080
7 N 1.8348 0.7784 0.2913  C6 1.391, C8 1.382, C9 1.403
8 C 1.1448 -0.3331 -0.1533  N4 1.363, N7 1.382, H17 1.080
9 C 3.1904 0.8461 0.6454  N7 1.403, H18 1.090, H19 1.090, H20 1.090
10 H -3.1525 -0.4852 0.0838  C2 1.090
11 H -1.8222 -1.0896 1.1932  C2 1.090
12 H -2.6813 -2.0826 0.1546  C2 1.090
13 H -1.6946 -0.0817 -1.6477  C3 1.090
14 H -0.9804 -1.6798 -1.3751  C3 1.090
15 H -1.2839 1.7241 -0.0304  C5 1.080
16 H 1.2841 2.8731 0.6203  C6 1.080
17 H 1.5719 -1.2969 -0.3882  C8 1.080
18 H 3.3613 1.1236 1.6855  C9 1.090
19 H 3.7276 1.5697 0.0322  C9 1.090
20 H 3.6195 -0.0803 0.2634  C9 1.090

natural (NBO) atomic charge list, values in e, 6 entries: I -0.9752; C -0.6667; C -0.2655; N -0.2589; C -0.0157; C -0.0533

(5)
DFT (ωB97M-V with the def2-TZVPD basis set) results for a gas-phase ion, C6H11IN2S (charge +2) at a distorted geometry.

Values from the calculation:
- SMILES string = C[N+]1(C)CCC(=S)/C1=[NH+]/I
- charge = +2
- total energy (Ha) = -1039.831267
- HOMO energy (alpha / beta) (eV) = -17.6 / -17.6
- LUMO level (alpha / beta) (eV) = -11.2 / -11.1

Each atom is followed by the atoms it is bonded to, with distances in Å.
Geometry (Å):
1 C 0.1523 1.2220 1.2701  N2 1.482, H11 1.104, H12 1.197, H13 1.095
2 N 0.1803 -0.0107 0.4475  C1 1.482, C3 1.538, C4 1.541, C8 1.490
3 C -0.0950 -1.1263 1.4698  N2 1.538, H14 1.113, H15 1.098, H16 1.087
4 C 1.5237 -0.0393 -0.3080  N2 1.541, C5 1.466, H17 1.119, H18 1.073
5 C 1.2904 0.0580 -1.7517  C4 1.466, C6 1.544, H19 1.050, H20 1.181
6 C -0.2483 0.1345 -1.8592  C5 1.544, S7 1.650, C8 1.344
7 S -0.9702 0.0361 -3.3398  C6 1.650
8 C -0.8244 0.0000 -0.6524  N2 1.490, C6 1.344, N9 1.393
9 N -2.1970 -0.1283 -0.4510  C8 1.393, I10 2.049, H21 1.055
10 I -3.5549 -0.4987 1.0374  N9 2.049
11 H -0.8205 1.3358 1.7796  C1 1.104
12 H 1.0066 1.1364 2.1039  C1 1.197
13 H 0.1440 2.1675 0.7177  C1 1.095
14 H -0.1559 -2.1956 1.1687  C3 1.113
15 H 0.5950 -1.0538 2.3204  C3 1.098
16 H -1.0520 -0.8692 1.9164  C3 1.087
17 H 1.9856 -1.0229 -0.0408  C4 1.119
18 H 2.2577 0.6466 0.0687  C4 1.073
19 H 1.6363 -0.7148 -2.3729  C5 1.050
20 H 1.8562 1.0141 -2.1525  C5 1.181
21 H -2.7097 -0.0914 -1.3721  N9 1.055

natural (NBO) atomic charge list, values in e, 6 entries: C -0.4505; N -0.2589; C -0.4351; C -0.2260; C -0.4773; C -0.2859

(6)
DFT (ωB97M-V with the def2-TZVPD basis set) results for a gas-phase ion, C6H11N (charge -1) at a distorted geometry.

Values from the calculation:
- charge = -1
- total energy (Ha) = -289.790096
- HOMO energy (alpha / beta) (eV) = 1.1 / -3.6
- LUMO level (alpha / beta) (eV) = 4.3 / 4.1
- spin multiplicity = 2

Each atom is followed by the atoms it is bonded to, with distances in Å.
Geometry (Å):
1 C 0.5834 -2.8546 0.9338  C2 1.362, H8 1.133, H9 1.067
2 C -0.2781 -1.7999 0.9676  C1 1.362, N3 1.370, H10 1.145
3 N -0.7836 -1.2818 -0.1960  C2 1.370, C4 1.419, H11 1.018
4 C -1.4506 -0.0967 -0.6016  N3 1.419, C7 1.549, H12 1.073, H13 1.104
5 C 1.2064 2.6658 0.0083  C6 1.523, H14 1.054, H15 1.182, H16 1.135
6 C 0.3551 1.4099 -0.1244  C5 1.523, C7 1.391, H17 1.056
7 C -0.5857 1.0884 -1.0977  C4 1.549, C6 1.391, H18 1.150
8 H 1.1680 -2.9772 -0.0288  C1 1.133
9 H 0.4389 -3.6032 1.6797  C1 1.067
10 H -0.3692 -1.1828 1.9279  C2 1.145
11 H -0.6394 -1.9662 -0.9354  N3 1.018
12 H -1.9575 0.3998 0.2031  C4 1.073
13 H -2.1275 -0.5178 -1.3656  C4 1.104
14 H 1.0226 3.3616 -0.7612  C5 1.054
15 H 2.2615 2.1781 -0.2039  C5 1.182
16 H 1.1726 2.8871 1.1209  C5 1.135
17 H 0.6131 0.6837 0.5975  C6 1.056
18 H -0.6300 1.6057 -2.1241  C7 1.150

natural (NBO) atomic charge list, values in e, 6 entries: C -0.6944; C 0.0417; N -0.5938; C -0.4292; C -0.6579; C -0.3433

- Which of these has the lowest total energy?
  C6H11ClS

- What is the total energy in the second record?
  -670.228195 Ha